(1)
Computed, not measured: a structure of composition C3H2FO2Rh at a distorted geometry, with ωB97M-V/def2-TZVPD.

Cartesian coordinates (Å):
H (-2.17393, -1.10949, -1.18334)
F (0.93401, 1.66640, 0.36936)
O (1.61561, -0.31483, -0.15721)
O (-1.54539, -0.39915, -1.38889)
C (0.67056, 0.40583, 0.13616)
C (-0.83042, -0.24855, 0.92896)
C (-1.03237, 0.15843, -0.32943)
H (-1.06182, 0.22333, 1.88245)
Rh (3.42374, -0.38196, -0.25805)

Atomic forces in eV per Å
-1.6 -0.6 0.0
-0.9 -1.1 0.0
-4.1 -1.3 -0.1
2.5 2.7 2.4
-2.1 3.0 0.4
0.3 1.6 1.6
0.0 -3.2 -5.0
0.3 -0.7 1.1
5.6 -0.4 -0.4

Computed properties:
energy above the lowest of the compared OMol25 structures with the same formula, charge and spin	205.6	kJ/mol
frontier orbital gap (spin up / spin down)	8.60 / 8.13	eV
largest force on an atom	5.9	eV/Å
total charge	+3
2S+1	6

These are the Mulliken partial charges, in e, on atoms 1 to 5: atom 1 (H): 0.4636, atom 2 (F): -0.0980, atom 3 (O): -0.6349, atom 4 (O): -0.1358, atom 5 (C): 0.8041

---

(2)
Computed, not measured: a cluster of 2 separate species, C3H11N3O in total at a distorted geometry, with ωB97M-V/def2-TZVPD.

Cartesian coordinates (Å):
H (3.26664, 0.33436, 0.96862)
N (2.62649, 0.77103, 0.31749)
C (1.41249, 0.42660, 0.51678)
N (0.85572, -0.03032, 1.70028)
N (0.48247, 0.54260, -0.50823)
C (-0.92807, 0.63148, -0.19565)
C (-1.82474, 1.10682, -1.33832)
H (0.16536, -0.76386, 1.64283)
H (1.44653, -0.07384, 2.51107)
H (1.02512, 0.82170, -1.28876)
H (-1.01144, 1.31763, 0.64207)
H (-1.34230, -0.31971, 0.13716)
H (-1.72052, 2.17861, -1.47070)
H (-2.81967, 0.92113, -0.99685)
H (-1.67115, 0.60319, -2.28752)
O (-0.25641, -2.72318, 0.11404)
H (0.17785, -2.13495, -0.51202)
H (0.11563, -3.60930, 0.04770)

Atomic forces in eV per Å
-0.1 0.3 0.3
0.1 -0.2 -0.6
-0.6 -0.3 0.4
0.0 -0.1 0.1
1.0 -1.0 1.6
-0.3 0.5 -0.8
0.8 0.3 0.5
0.0 0.0 0.0
0.2 -0.1 -0.1
-0.6 0.6 -1.4
-0.3 0.1 0.1
0.3 -0.3 0.0
0.1 0.2 -0.2
-0.9 -0.1 0.0
0.1 -0.2 0.0
-0.3 0.1 0.4
0.2 -0.2 -0.1
0.1 0.3 -0.2

Computed properties:
SMILES string	[H]/N=C(\N)NCC.O
energy above the lowest of the compared OMol25 structures with the same formula, charge and spin	72.7	kJ/mol
frontier orbital gap	9.31	eV
largest force on an atom	2.2	eV/Å
total charge	0

These are the Mulliken partial charges, in e, on atoms 1 to 5: atom 1 (H): 0.2269, atom 2 (N): -0.7676, atom 3 (C): 0.3782, atom 4 (N): -0.3724, atom 5 (N): -0.2137

---

(3)
Computed, not measured: a cluster of 10 separate species, C53H97FNO14S9 in total at a distorted geometry, with ωB97M-V/def2-TZVPD.

Cartesian coordinates (Å):
C (3.72475, 1.19340, 5.63356)
C (3.52458, -0.43044, 5.73784)
C (2.60958, -1.09700, 4.55188)
C (1.31951, -2.05086, 5.00201)
C (0.32798, -2.79642, 3.92944)
C (0.58705, -2.60678, 2.29309)
C (1.85536, -1.67204, 1.83316)
C (2.20497, -1.44258, 0.24792)
C (1.65426, 0.05013, -0.26793)
C (0.52116, 0.66259, 0.75636)
C (-0.25175, 2.00608, 0.17741)
N (0.04489, 3.26503, 0.97069)
C (-0.49539, 3.20466, 2.38365)
C (-2.07270, 3.15799, 2.82804)
O (0.41648, 3.15914, 3.38605)
C (2.88835, -0.93245, 2.92089)
C (4.19276, -0.03213, 2.49669)
C (-0.45218, -3.40033, 1.30417)
O (-0.17827, -3.83158, 0.05515)
C (-1.97525, -3.76225, 1.89304)
C (-3.19649, -3.94709, 0.81396)
F (-3.07888, -3.80145, -0.66958)
C (-4.70610, -4.34086, 1.37982)
C (-5.93929, -4.56778, 0.28116)
C (-4.98972, -4.49711, 3.01985)
C (-6.52524, -4.88610, 3.44397)
O (-6.69782, -5.90573, 4.33067)
O (-7.76139, -4.27550, 2.92447)
C (-3.73047, -4.28979, 4.09554)
C (-4.09313, -4.44570, 5.68517)
C (-5.19408, -3.36821, 6.25639)
C (-4.80136, -1.79249, 6.02988)
C (-3.24189, -1.44950, 6.52112)
C (-5.11433, -1.20516, 4.53160)
C (-6.65407, -1.42016, 4.00772)
C (-7.29313, 0.08674, 3.66349)
C (-7.68443, 0.43558, 2.24868)
C (-6.68011, 1.09562, 1.13207)
C (-9.26104, 0.18998, 1.75119)
C (-2.22835, -3.94974, 3.53569)
C (-0.90852, -3.77344, 4.49000)
O (-0.68214, -4.36427, 5.66547)
H (4.19324, 1.54603, 6.67061)
H (4.53845, 1.49491, 4.81859)
H (2.71920, 1.78139, 5.51352)
H (4.60727, -0.92832, 5.80896)
H (2.98588, -0.65121, 6.75734)
H (1.15124, -2.16590, 6.15958)
H (3.39143, -1.36780, 0.14344)
H (1.87870, -2.31237, -0.46597)
H (1.32467, 0.01343, -1.39012)
H (2.57908, 0.79968, -0.21756)
H (1.10980, 1.01975, 1.72484)
H (-0.31419, -0.12846, 0.99044)
H (-1.41876, 1.81567, 0.04037)
H (0.16675, 2.17743, -0.91518)
H (-0.24220, 4.13036, 0.46097)
H (-2.16013, 3.68895, 3.89117)
H (-2.76950, 3.63226, 2.01539)
H (-2.33514, 2.01404, 3.02395)
H (4.77648, -0.43844, 1.54696)
H (4.98642, -0.08726, 3.38653)
H (3.88491, 1.09343, 2.41247)
H (-6.78255, -3.76347, 0.51211)
H (-6.47341, -5.62241, 0.41673)
H (-5.59609, -4.40906, -0.82695)
H (-3.17924, -4.42258, 6.41464)
H (-4.58827, -5.52363, 5.81964)
H (-6.29919, -3.55725, 5.88705)
H (-5.22912, -3.53327, 7.43830)
H (-5.49007, -1.16947, 6.78001)
H (-2.44007, -1.80933, 5.74742)
H (-3.20420, -0.25835, 6.58986)
H (-3.04224, -1.83204, 7.61903)
H (-4.34706, -1.58788, 3.73459)
H (-4.95073, -0.02483, 4.59790)
H (-6.57121, -1.95288, 2.94569)
H (-7.34397, -2.03434, 4.72625)
H (-7.47986, 0.86846, 4.53650)
H (-5.92181, 1.88466, 1.54956)
H (-7.36447, 1.68147, 0.35017)
H (-6.09794, 0.29097, 0.48642)
H (-9.48722, 1.05033, 0.98146)
H (-9.39652, -0.84156, 1.21491)
H (-9.96431, 0.36219, 2.67467)
C (8.29613, 3.03211, 0.88385)
S (7.22213, 1.92152, -0.05744)
O (6.09077, 1.51929, 0.84168)
C (8.38720, 0.53913, -0.11590)
H (7.75318, 3.96125, 1.07360)
H (8.56854, 2.57169, 1.83637)
H (9.19413, 3.25181, 0.30221)
H (8.65403, 0.23076, 0.89791)
H (9.28217, 0.83823, -0.66552)
H (7.90860, -0.29631, -0.63335)
C (3.18247, 4.64064, -2.09144)
S (1.75286, 4.04139, -3.02419)
O (1.63573, 2.56734, -2.77191)
C (2.49370, 4.25514, -4.66043)
H (2.95833, 4.56207, -1.02481)
H (4.06124, 4.03382, -2.32177)
H (3.37121, 5.68638, -2.34395)
H (3.41467, 3.67163, -4.73397)
H (2.70441, 5.31297, -4.83103)
H (1.78226, 3.90336, -5.41203)
C (5.88247, 8.65492, -3.03430)
S (4.45286, 8.05567, -3.96705)
O (4.33573, 6.58163, -3.71477)
C (5.19370, 8.26942, -5.60329)
H (5.65833, 8.57635, -1.96767)
H (6.76124, 8.04811, -3.26462)
H (6.07121, 9.70067, -3.28681)
H (6.11467, 7.68591, -5.67682)
H (5.40441, 9.32726, -5.77389)
H (4.48226, 7.91765, -6.35489)
C (-1.25725, -8.48705, 5.37065)
S (-3.06373, -8.41189, 5.43278)
O (-3.43889, -7.10768, 6.07190)
C (-3.26227, -9.70549, 6.68138)
H (-0.90240, -7.72668, 4.67063)
H (-0.83977, -8.28979, 6.36075)
H (-0.94444, -9.47324, 5.02057)
H (-2.72235, -9.43372, 7.59171)
H (-2.88558, -10.65267, 6.28964)
H (-4.32644, -9.80723, 6.90936)
C (4.05615, -4.14264, -2.92081)
S (4.42550, -3.63122, -1.22524)
O (5.28847, -2.40663, -1.30165)
C (5.50289, -5.03150, -0.83764)
H (3.41664, -3.38487, -3.38007)
H (4.98114, -4.23139, -3.49529)
H (3.52892, -5.09910, -2.90729)
H (6.33981, -5.06593, -1.53940)
H (4.92968, -5.95949, -0.89056)
H (5.88766, -4.90268, 0.17732)
C (-1.34385, 1.76847, -8.08747)
S (-0.97450, 2.27990, -6.39191)
O (-0.11153, 3.50448, -6.46832)
C (0.10289, 0.87961, -6.00431)
H (-1.98336, 2.52624, -8.54674)
H (-0.41886, 1.67972, -8.66196)
H (-1.87108, 0.81202, -8.07395)
H (0.93981, 0.84518, -6.70607)
H (-0.47032, -0.04838, -6.05722)
H (0.48766, 1.00844, -4.98935)
C (10.00779, 0.00579, -5.42379)
S (10.18689, 1.24991, -4.12263)
O (10.52451, 0.52779, -2.85191)
C (8.43518, 1.69423, -4.04581)
H (10.98694, -0.44051, -5.61400)
H (9.31151, -0.77304, -5.10420)
H (9.64526, 0.48216, -6.33736)
H (7.83479, 0.81213, -3.81018)
H (8.12279, 2.11666, -5.00314)
H (8.30120, 2.44263, -3.26049)
C (1.00752, 6.46173, -7.57736)
S (2.52671, 6.36478, -8.55489)
O (3.28463, 7.64094, -8.33777)
C (1.71866, 6.48096, -10.16901)
H (1.27511, 6.44475, -6.51802)
H (0.47655, 7.38988, -7.80120)
H (0.37269, 5.60192, -7.80253)
H (1.14423, 7.40822, -10.23467)
H (1.06123, 5.62073, -10.31155)
H (2.48955, 6.47801, -10.94393)
C (-11.64967, -0.80133, -1.59448)
S (-9.85022, -0.81845, -1.40848)
O (-9.40932, 0.59363, -1.15985)
C (-9.48675, -1.20433, -3.13787)
H (-12.09538, -0.54056, -0.63144)
H (-11.94214, -0.05917, -2.34091)
H (-11.99537, -1.79290, -1.89490)
H (-9.91128, -0.43733, -3.79022)
H (-9.90135, -2.18286, -3.38909)
H (-8.40164, -1.22841, -3.26731)

Atomic forces in eV per Å
0.8 0.2 0.8
-0.2 0.0 -0.2
-2.6 -2.2 -2.9
0.7 0.4 -3.3
2.2 1.8 -0.9
1.8 1.3 2.8
-0.1 -0.9 2.1
0.9 0.8 0.3
0.5 0.5 0.6
-0.1 0.7 -0.1
0.0 -0.8 -1.7
-1.2 -0.7 1.3
4.1 0.0 4.6
0.8 -0.4 0.3
-5.6 0.3 -6.1
-2.4 -1.8 2.1
0.0 -0.7 0.7
0.1 -1.9 -3.9
-1.2 2.9 7.3
-1.7 -0.2 -0.1
-1.0 -0.7 3.4
0.0 -0.4 4.6
1.9 0.4 1.6
-0.3 0.6 0.8
3.1 1.1 -2.5
-6.1 -2.3 2.0
2.1 4.9 -4.2
7.3 -2.2 1.7
0.4 0.1 -2.4
-1.0 -0.5 0.1
0.0 0.6 0.5
0.1 0.2 0.7
-1.0 1.0 -0.1
0.4 0.6 0.8
2.0 2.0 -1.8
-0.4 -0.7 -1.3
-0.5 -0.1 0.9
-0.4 -1.2 -1.1
0.8 3.2 0.6
-2.3 -0.2 -1.9
1.5 -1.5 3.2
-1.8 3.3 -6.6
-1.0 -0.8 -2.1
-2.1 -0.7 1.6
2.0 -1.3 -0.1
-2.4 0.9 -0.4
1.0 0.3 -2.0
0.1 0.1 -2.6
-2.6 -0.3 0.4
0.2 1.7 1.8
0.4 0.0 2.2
-2.0 -1.6 -0.2
-1.5 -1.1 -1.9
1.8 1.4 -0.2
2.3 0.2 0.5
-0.8 -0.1 2.2
-0.1 -1.2 0.7
0.2 -1.1 -2.5
1.3 -1.0 1.6
0.5 2.4 -0.7
-1.6 1.1 1.9
-1.9 0.0 -1.9
0.6 -2.2 -0.2
1.8 -1.7 -0.2
1.4 2.3 -0.2
-0.3 -0.4 2.3
-1.4 0.1 -1.9
1.1 2.6 -0.6
2.4 0.2 0.5
0.2 0.2 -2.5
1.3 -1.3 -1.6
-1.5 0.6 1.6
0.2 -2.5 -0.3
-0.3 0.5 -2.3
-1.4 0.5 1.6
-0.2 -2.5 -0.1
-0.6 0.8 2.6
1.2 1.4 -1.5
-1.1 -2.3 -1.5
-1.5 -1.8 -0.4
1.3 -1.4 1.8
-0.9 1.6 1.2
0.1 -1.9 1.4
0.5 1.8 1.5
1.3 -0.8 -1.6
0.0 0.1 0.1
-0.3 -0.4 0.4
0.7 0.3 -0.4
0.0 0.0 0.0
0.0 -0.2 -0.1
-0.1 0.0 -0.1
-0.1 -0.1 0.0
-0.1 0.1 0.0
-0.1 0.0 -0.1
-0.1 0.2 0.1
-0.3 -0.1 0.4
0.5 0.0 0.0
0.0 0.2 -0.3
-0.1 -0.1 -0.3
-0.1 -0.2 -0.1
-0.1 0.0 -0.1
-0.2 -0.4 0.0
0.0 0.1 0.2
0.1 -0.1 0.2
0.0 0.0 0.2
0.1 -0.1 0.1
0.3 0.0 -0.2
0.5 0.9 -0.4
0.0 -0.1 0.0
-0.1 0.0 -0.2
-0.1 0.0 0.0
-0.1 -0.1 0.0
-0.1 0.0 0.1
-0.1 0.0 0.1
0.0 0.1 0.1
0.1 0.1 0.1
-0.2 0.6 0.2
0.6 -1.4 -0.1
0.0 -0.1 0.2
-0.2 0.0 0.1
-0.1 0.0 0.0
-0.1 0.0 0.0
0.0 0.1 -0.1
0.0 0.1 0.0
0.1 0.1 -0.1
0.1 0.0 -0.1
0.2 0.2 0.0
-0.2 -0.6 -0.1
0.2 0.0 0.0
0.1 0.0 0.2
0.0 0.0 0.1
0.0 0.1 0.1
-0.1 0.1 0.0
0.0 0.1 0.0
-0.2 0.1 -0.1
0.0 0.1 -0.1
0.2 -0.1 0.1
-0.2 -0.4 -0.3
0.1 0.0 0.1
0.1 -0.1 0.2
0.0 0.0 0.1
0.0 0.1 0.1
-0.1 0.1 0.0
-0.1 0.1 0.0
-0.1 0.1 -0.1
0.0 -0.1 0.0
-0.1 -0.2 0.3
-0.2 0.3 -0.5
-0.1 0.0 0.1
-0.1 0.1 0.1
0.0 0.1 0.1
0.0 0.0 0.1
0.1 0.0 0.0
0.1 0.0 0.0
0.1 -0.1 -0.1
0.0 0.1 0.0
-0.2 0.2 0.1
-0.3 -0.3 -0.1
0.0 0.1 -0.1
0.0 -0.1 -0.2
0.2 0.0 -0.1
0.1 0.0 0.1
0.1 -0.1 0.1
0.1 0.0 0.1
0.0 0.0 0.2
-0.1 0.1 0.0
0.2 0.6 0.0
-0.4 -0.7 -0.8
0.0 0.1 -0.2
0.2 0.0 -0.1
0.1 0.0 0.0
0.1 0.0 0.0
0.0 0.0 0.1
0.0 0.0 0.1
-0.2 0.0 0.2

Computed properties:
frontier orbital gap	4.76	eV
largest force on an atom	8.2	eV/Å
total charge	-1

These are the Mulliken partial charges, in e, on atoms 1 to 5: atom 1 (C): -0.7275, atom 2 (C): -0.6569, atom 3 (C): 0.2555, atom 4 (C): -1.3802, atom 5 (C): 0.0094

---

(4)
Computed, not measured: the ion C4H11N2OS with charge +2 at a distorted geometry, with ωB97M-V/def2-TZVPD.

Cartesian coordinates (Å):
N (1.26011, -1.78465, -0.66773)
C (0.03713, -0.91919, -0.54865)
C (0.37030, 0.35580, -1.27066)
C (0.07611, 1.72300, -0.50080)
S (-1.47756, 2.22203, 0.08193)
C (0.00820, -0.61556, 1.05279)
N (-1.14902, -0.20224, 1.65236)
O (1.17456, -0.30956, 1.50646)
H (1.13826, -2.70553, -0.91092)
H (1.73921, -1.80439, 0.20043)
H (0.45859, -1.49564, 1.54740)
H (-0.92930, -1.34899, -0.79251)
H (1.46876, 0.16162, -1.23002)
H (-0.01349, 0.49376, -2.25879)
H (0.48440, 2.47499, -1.11861)
H (0.61642, 1.68272, 0.46695)
H (-2.18453, 2.45116, -1.18750)
H (-1.95468, -0.72925, 1.43376)
H (-1.12348, 0.34992, 2.54411)

Atomic forces in eV per Å
-1.5 2.5 -0.1
0.6 -2.6 1.7
0.9 1.4 1.6
1.0 -1.9 1.4
-2.0 0.7 -2.4
-2.8 5.2 -2.7
2.4 0.6 0.7
-1.1 -1.3 1.0
-0.8 -2.6 -1.2
1.0 0.2 0.4
2.6 -2.5 1.9
0.1 -0.5 -0.3
-0.5 1.4 -0.8
-0.2 -0.7 -0.7
0.5 1.2 -0.7
0.3 0.3 -0.6
0.9 -0.3 1.8
-1.3 -0.5 -0.2
-0.1 -0.9 -0.8

Computed properties:
energy above the lowest of the compared OMol25 structures with the same formula, charge and spin	516.0	kJ/mol
frontier orbital gap (spin up / spin down)	6.24 / 5.27	eV
largest force on an atom	6.5	eV/Å
total charge	+2
2S+1	2

These are the Mulliken partial charges, in e, on atoms 1 to 5: atom 1 (N): -0.6568, atom 2 (C): 0.7655, atom 3 (C): -0.7935, atom 4 (C): -0.5866, atom 5 (S): 0.2061

---

(5)
Computed, not measured: an isolated molecule of C8H12O3 at a distorted geometry, with ωB97M-V/def2-TZVPD.

Cartesian coordinates (Å):
C (2.21930, -1.45811, -1.33327)
C (1.53300, -0.23260, -0.58776)
O (2.22340, 0.75632, -0.65229)
C (0.30618, -0.40679, 0.18664)
C (0.26748, 0.69820, 1.36407)
O (0.68634, 1.98313, 0.93386)
C (-1.14331, 0.80141, 1.81650)
C (-2.22076, 0.34434, 1.21383)
O (-2.21495, -0.33729, 0.07591)
C (-1.01323, -0.29940, -0.69586)
C (-1.09831, -1.46569, -1.77707)
H (1.58188, -2.22935, -1.71960)
H (2.93624, -1.77050, -0.47313)
H (2.91358, -1.04599, -2.11062)
H (0.38057, -1.35651, 0.64162)
H (0.79661, 0.37341, 2.21366)
H (1.58816, 1.93491, 0.46636)
H (-1.28420, 1.13330, 2.83290)
H (-3.20816, 0.45287, 1.58874)
H (-0.78429, 0.57468, -1.24851)
H (-1.35818, -2.45897, -1.36367)
H (-1.97234, -1.23088, -2.41659)
H (-0.25037, -1.48241, -2.39346)

Atomic forces in eV per Å
1.4 1.5 1.8
2.2 -1.8 -2.5
0.1 0.8 0.2
-1.4 2.0 1.3
-1.2 -0.1 -2.6
1.1 0.2 -0.3
0.0 0.2 1.2
0.7 0.2 0.3
0.6 -0.2 -2.3
1.6 -3.0 -0.1
-2.6 1.0 1.6
-0.1 -0.5 0.2
-1.2 -0.2 -1.5
-0.9 -0.3 0.6
-0.2 -1.3 0.6
1.3 -0.6 0.9
-1.9 -0.4 0.9
-0.1 0.6 0.0
-0.6 0.0 0.5
-1.0 1.6 -0.4
0.6 0.5 0.1
0.4 0.0 0.2
1.2 -0.1 -0.7

Computed properties:
SMILES string	CC(=O)[C@H]1[C@@H](O)C=CO[C@@H]1C
energy above the lowest of the compared OMol25 structures with the same formula, charge and spin	199.4	kJ/mol
frontier orbital gap	9.77	eV
largest force on an atom	3.8	eV/Å
total charge	0

These are the Mulliken partial charges, in e, on atoms 1 to 5: atom 1 (C): -1.1461, atom 2 (C): 0.5039, atom 3 (O): -0.6375, atom 4 (C): -0.1856, atom 5 (C): 0.1421

---

(6)
Computed, not measured: an isolated molecule of C5H6O2S at a distorted geometry, with ωB97M-V/def2-TZVPD.

Cartesian coordinates (Å):
C (2.32203, 0.14917, 0.21795)
C (1.01196, -0.00776, -0.02518)
C (0.24955, 1.16049, -0.51421)
O (-1.19973, 1.08039, -0.41427)
C (-1.90208, -0.05358, -0.09392)
O (-3.06655, -0.08990, -0.12351)
C (-1.21314, -1.32115, 0.33917)
S (0.32321, -1.61087, -0.63574)
H (2.52841, 1.23748, 0.56285)
H (2.97107, -0.69405, 0.45338)
H (0.53163, 1.37869, -1.53252)
H (0.57156, 2.01061, 0.19422)
H (-1.16754, -1.17987, 1.43967)
H (-1.96037, -2.05963, 0.13209)

Atomic forces in eV per Å
-1.3 1.6 2.1
1.3 -1.9 -2.3
-0.7 1.3 2.6
0.1 -0.3 -0.1
3.0 -0.1 -0.4
-3.2 1.1 -0.3
0.5 0.9 0.0
0.0 1.2 1.8
0.5 -2.0 -0.8
0.1 0.5 -0.3
-0.3 0.1 -0.3
-0.7 -0.8 -1.4
0.8 -0.6 -0.5
0.0 -0.7 -0.1

Computed properties:
SMILES string	C=C1COC(=O)CS1
energy above the lowest of the compared OMol25 structures with the same formula, charge and spin	134.4	kJ/mol
frontier orbital gap	9.54	eV
largest force on an atom	3.4	eV/Å
total charge	0

These are the Mulliken partial charges, in e, on atoms 1 to 5: atom 1 (C): -0.7127, atom 2 (C): 0.2399, atom 3 (C): -0.3306, atom 4 (O): -0.3277, atom 5 (C): 0.4800